{
  "formula": "C2H3F",
  "method": "ωB97M-V/def2-TZVPD",
  "symbols": ["C", "C", "H", "H", "H", "F"],
  "positions_angstrom": [[-0.603, 0.209, 0.007], [0.536, -0.338, -0.057], [-0.600, 1.275, -0.064], [1.379, 0.539, 0.072], [1.131, -1.356, 0.055], [-1.844, -0.329, -0.014]],
  "smiles": "C=CF",
  "homo_energy_ev": -10.5,
  "e_above_lowest_kj_mol": 93.6
}



{
  "formula": "C5H12Cl6O2",
  "method": "ωB97M-V/def2-TZVPD",
  "symbols": ["C", "C", "O", "O", "H", "H", "H", "H", "H", "H", "C", "Cl", "Cl", "H", "H", "C", "Cl", "Cl", "H", "H", "C", "Cl", "Cl", "H", "H"],
  "positions_angstrom": [[-15.018, -41.853, -17.334], [-15.104, -43.213, -16.642], [-16.392, -43.584, -16.147], [-15.599, -40.875, -16.490], [-15.538, -41.952, -18.297], [-13.977, -41.564, -17.481], [-14.460, -43.184, -15.755], [-14.782, -43.999, -17.332], [-16.521, -44.520, -16.291], [-16.280, -41.332, -15.983], [-16.973, -35.996, -9.331], [-17.814, -36.991, -10.598], [-16.207, -34.561, -10.032], [-17.802, -35.640, -8.736], [-16.173, -36.533, -8.840], [-17.362, -38.448, -14.149], [-15.884, -37.504, -14.535], [-16.967, -40.145, -13.784], [-17.955, -38.022, -13.345], [-17.898, -38.306, -15.082], [-17.290, -43.393, -12.045], [-16.378, -44.915, -12.227], [-17.703, -43.225, -10.328], [-16.662, -42.539, -12.275], [-18.123, -43.420, -12.738]],
  "smiles": "ClCCl.ClCCl.ClCCl.OCCO",
  "homo_energy_ev": -10.1,
  "e_above_lowest_kj_mol": 47.4
}



{
  "formula": "C34H72F3N2O8Y2",
  "method": "ωB97M-V/def2-TZVPD",
  "symbols": ["Y", "Y", "C", "C", "C", "O", "H", "H", "H", "H", "H", "H", "H", "C", "C", "C", "O", "H", "H", "H", "H", "H", "H", "H", "C", "C", "C", "O", "H", "H", "H", "H", "H", "H", "H", "C", "C", "C", "O", "H", "H", "H", "H", "H", "H", "H", "C", "O", "O", "C", "F", "F", "F", "C", "C", "H", "H", "H", "H", "H", "H", "C", "C", "C", "C", "C", "C", "N", "O", "C", "C", "C", "H", "H", "H", "H", "H", "H", "H", "H", "H", "H", "H", "H", "H", "H", "H", "H", "H", "H", "H", "C", "C", "C", "C", "C", "C", "N", "O", "C", "C", "C", "H", "H", "H", "H", "H", "H", "H", "H", "H", "H", "H", "H", "H", "H", "H", "H", "H", "H", "H"],
  "positions_angstrom": [[0.887, 4.526, 7.637], [-0.885, 1.616, 5.518], [-1.220, 1.380, 9.784], [-0.005, 1.809, 9.090], [1.253, 0.875, 9.069], [-0.171, 2.339, 7.726], [-1.884, 0.713, 9.235], [-1.909, 2.113, 10.203], [-0.878, 0.789, 10.633], [0.358, 2.665, 9.659], [2.092, 1.175, 8.442], [0.956, -0.168, 8.965], [1.737, 0.842, 10.045], [-5.186, 3.282, 5.480], [-3.905, 3.698, 4.809], [-3.757, 5.201, 4.973], [-2.834, 2.875, 5.188], [-5.993, 3.793, 4.956], [-5.270, 3.725, 6.472], [-5.074, 2.204, 5.595], [-4.047, 3.436, 3.760], [-3.398, 5.604, 5.921], [-4.743, 5.600, 4.736], [-3.094, 5.524, 4.170], [-3.103, 6.145, 8.893], [-1.897, 5.808, 9.773], [-2.190, 4.796, 10.762], [-0.684, 5.568, 9.016], [-2.964, 6.826, 8.053], [-3.997, 6.441, 9.443], [-3.435, 5.214, 8.433], [-1.783, 6.718, 10.362], [-1.229, 4.377, 11.061], [-2.575, 3.839, 10.409], [-2.567, 5.041, 11.755], [0.117, 4.870, 3.147], [0.894, 3.809, 3.936], [2.369, 3.651, 3.551], [0.442, 3.684, 5.255], [0.398, 4.619, 2.124], [0.562, 5.856, 3.277], [-0.971, 4.950, 3.154], [0.581, 2.817, 3.611], [2.706, 2.662, 3.860], [2.940, 4.363, 4.148], [2.668, 3.921, 2.538], [3.850, 3.716, 8.555], [2.813, 4.205, 9.468], [3.109, 3.708, 7.349], [5.261, 4.422, 8.641], [5.868, 4.120, 9.785], [6.072, 4.204, 7.556], [5.026, 5.716, 8.785], [3.093, 4.070, 10.892], [1.896, 3.991, 11.843], [1.448, 3.001, 11.922], [2.354, 4.060, 12.829], [1.028, 4.634, 11.694], [3.883, 4.782, 11.129], [3.698, 3.216, 11.197], [4.046, 2.737, 8.991], [6.545, -0.577, 4.435], [6.106, 0.130, 5.789], [6.112, -0.961, 6.897], [7.346, -1.333, 7.578], [7.957, -0.003, 8.027], [8.198, 1.035, 6.902], [6.887, 1.371, 6.252], [7.038, 2.446, 5.302], [8.752, 2.281, 7.586], [9.298, 0.531, 5.913], [4.663, 0.493, 5.504], [5.764, -1.292, 4.175], [7.509, -1.083, 4.398], [6.447, 0.092, 3.580], [5.307, -0.864, 7.625], [5.793, -1.884, 6.413], [8.051, -1.956, 7.028], [7.337, -2.074, 8.377], [8.893, -0.289, 8.506], [7.383, 0.474, 8.822], [9.575, 2.102, 8.277], [9.273, 3.002, 6.956], [7.995, 2.874, 8.099], [10.308, 0.529, 6.325], [9.095, -0.485, 5.575], [9.220, 1.040, 4.953], [3.975, -0.337, 5.658], [4.535, 0.867, 4.488], [4.177, 1.078, 6.285], [7.079, 3.239, 5.842], [3.125, 9.481, 8.291], [1.896, 8.633, 8.716], [0.675, 9.526, 9.152], [-0.049, 10.213, 8.003], [-0.509, 9.232, 7.002], [0.531, 8.244, 6.500], [1.290, 7.710, 7.687], [2.217, 6.721, 7.187], [-0.422, 7.186, 5.777], [1.419, 8.977, 5.494], [2.270, 7.730, 10.030], [3.876, 8.758, 7.974], [3.479, 10.033, 9.162], [2.962, 10.266, 7.552], [-0.184, 9.198, 9.738], [1.014, 10.200, 9.939], [0.595, 10.846, 7.392], [-0.865, 10.893, 8.250], [-1.115, 9.716, 6.235], [-1.340, 8.734, 7.501], [-1.217, 6.743, 6.376], [-0.807, 7.354, 4.771], [0.255, 6.356, 5.573], [0.790, 9.106, 4.613], [1.830, 9.907, 5.887], [2.255, 8.322, 5.249], [3.025, 8.185, 10.671], [2.761, 6.852, 9.611], [1.360, 7.491, 10.581], [2.909, 7.175, 6.701]],
  "homo_energy_ev": -9.9,
  "charge": 1
}



{
  "formula": "C5H14",
  "method": "ωB97M-V/def2-TZVPD",
  "symbols": ["C", "C", "H", "H", "H", "H", "H", "H", "C", "C", "C", "H", "H", "H", "H", "H", "H", "H", "H"],
  "positions_angstrom": [[0.030, -2.723, -0.217], [-1.388, -2.557, 0.318], [0.724, -1.977, 0.181], [0.406, -3.719, 0.003], [0.203, -2.599, -1.292], [-1.593, -3.305, 1.072], [-2.120, -2.764, -0.460], [-1.627, -1.554, 0.653], [-0.008, 1.969, -0.369], [1.406, 1.640, -0.910], [-0.055, 1.852, 1.149], [-0.241, 3.000, -0.669], [-0.735, 1.341, -0.875], [1.984, 2.560, -0.994], [0.041, 0.808, 1.462], [0.716, 2.489, 1.584], [1.340, 1.156, -1.877], [1.986, 0.995, -0.250], [-1.003, 2.178, 1.559]],
  "smiles": "CCC.CC",
  "homo_energy_ev": -11.5,
  "e_above_lowest_kj_mol": 27.8
}



{
  "formula": "C5H11ISi",
  "method": "ωB97M-V/def2-TZVPD",
  "symbols": ["C", "C", "C", "C", "C", "Si", "I", "H", "H", "H", "H", "H", "H", "H", "H", "H", "H", "H"],
  "positions_angstrom": [[0.563, 0.036, -1.626], [1.225, -0.205, -0.304], [0.746, -2.612, 0.531], [-1.877, -0.143, 0.601], [-0.100, 2.659, 0.374], [-0.315, 0.765, -0.057], [3.304, -0.006, 0.117], [1.147, 0.503, -2.343], [-0.018, -0.673, -2.104], [-0.170, -3.139, 0.042], [0.606, -1.979, 1.352], [1.619, -3.156, 0.165], [-1.685, -1.263, 0.714], [-2.356, 0.356, 1.554], [-2.638, -0.156, -0.195], [-0.586, 3.251, -0.377], [-0.490, 2.884, 1.338], [1.025, 2.878, 0.219]],
  "homo_energy_ev": [-7.4, -8.1],
  "e_above_lowest_kj_mol": 445.3
}



no.,strongest force on any atom (eV/Å)
1,8.1
2,1.3
3,7.1
4,1.0
5,3.8